1.
Below is C30H33BrN2O5P3Se2Tl as an isolated structure, with properties calculated with the ωB97M-V functional and the def2-TZVPD basis.

Computed properties:
E ... -278161.2007 eV
Energy above the lowest of the compared OMol25 structures with the same formula, charge and spin ... 24.2 kcal per mole
E_HOMO ... -7.90 eV

```
! wB97M-V def2-TZVPD RIJCOSX def2/J DEFGRID3
* xyz 0 1
Tl -0.24983 0.00478 0.25262
O 5.94619 -0.18310 -1.13846
C 4.61052 -0.16139 -0.99158
C 3.84732 0.97089 -1.28468
C 2.49075 0.94456 -1.02429
N 1.90856 -0.13925 -0.53365
C 2.59324 -1.25498 -0.32460
C 3.95674 -1.30871 -0.53449
C 1.78677 -2.49841 0.14390
O 2.36589 -3.56454 0.19267
O 0.57207 -2.25055 0.40077
C 1.58787 2.16709 -1.26755
O 1.90014 2.94380 -2.15478
O 0.58616 2.22444 -0.49491
H 6.27136 0.67132 -1.45359
H 4.28578 1.87035 -1.69307
H 4.49037 -2.22384 -0.33597
C 2.88733 2.73025 1.66619
P 1.34941 1.78937 2.03237
C 1.71453 1.34078 3.78855
C 0.18756 3.20486 2.31817
C -1.24941 2.70835 2.44958
P -1.91034 2.11172 0.84050
C -2.15860 3.66662 -0.08197
C -3.62145 1.62658 1.29220
H 3.04413 3.47799 2.44396
H 2.80499 3.21835 0.69758
H 3.73000 2.03756 1.64567
H 2.08891 2.19541 4.35296
H 2.45793 0.54424 3.79109
H 0.80811 0.95302 4.25939
H 0.27813 3.87427 1.45960
H 0.49936 3.73254 3.22715
H -1.91833 3.50125 2.80591
H -1.29141 1.86981 3.15457
H -2.58754 4.40447 0.59703
H -2.83354 3.48739 -0.91590
H -1.20346 4.01697 -0.46067
H -4.17197 2.47837 1.68972
H -3.58958 0.82697 2.03145
H -4.12716 1.24784 0.40427
Se -0.69525 -1.02782 2.81224
P -2.02533 -2.30273 1.65124
Se -2.32647 -1.72349 -0.42411
C -1.59525 -4.04918 1.89897
C -1.58695 -4.49945 3.21367
C -1.26695 -5.81550 3.47957
C -0.94906 -6.67118 2.43663
C -0.95726 -6.21799 1.12788
C -1.28352 -4.90101 0.85213
C -3.68545 -2.15069 2.42539
C -4.81266 -2.48378 1.68489
C -6.07335 -2.24854 2.20039
C -6.21455 -1.71695 3.47303
C -5.09241 -1.42659 4.23165
C -3.83087 -1.62903 3.70221
H -1.81298 -3.81394 4.02072
H -1.25895 -6.17202 4.49882
H -0.68635 -7.69583 2.65223
H -0.70013 -6.89415 0.32567
H -1.28446 -4.52478 -0.16093
H -4.69340 -2.89388 0.68977
H -6.94324 -2.47626 1.60156
H -7.20149 -1.52401 3.86646
H -5.19008 -1.03404 5.23188
H -2.94835 -1.36725 4.27314
Br -0.87903 3.28134 -4.81336
C -0.41749 1.60027 -4.09598
C 0.27810 0.66697 -4.84775
C 0.54600 -0.56657 -4.27625
C 0.14190 -0.79360 -2.97210
N -0.49301 0.12477 -2.25551
C -0.79286 1.28860 -2.80051
H 0.58554 0.89947 -5.85463
H 1.06309 -1.33320 -4.83173
H 0.31698 -1.73546 -2.46998
H -1.32963 1.98900 -2.17719
*
```

Mulliken atomic charge list, values in e, 4 entries:
1 Tl 0.854
2 O -0.564
3 C 0.997
4 C -0.847

---

2.
Below is a 9-piece molecular cluster, C7H30BF4N14O8 overall in a non-equilibrium geometry, with properties calculated with the ωB97M-V functional and the def2-TZVPD basis.

Computed properties:
E ... -56545.1037 eV
Energy above the lowest of the compared OMol25 structures with the same formula, charge and spin ... 135.3 kcal per mole
E_HOMO ... -7.56 eV

```
! wB97M-V def2-TZVPD RIJCOSX def2/J DEFGRID3
* xyz -1 1
B -1.39901 0.05154 0.39977
F -0.17368 0.61232 0.26517
F -2.10526 -0.00613 -0.74185
F -1.10261 -1.25128 0.56778
F -2.18713 0.48006 1.37833
O -4.29810 3.79488 3.96067
H -3.71764 3.71378 3.20389
H -4.86813 3.02763 3.90919
C 3.01710 -2.70464 -1.98675
O 4.01992 -2.94034 -2.55035
N 3.02179 -1.84441 -0.99513
N 1.77655 -2.99132 -2.27339
H 3.67793 -1.11628 -1.23888
H 2.08560 -1.55007 -0.75633
H 1.71489 -3.65982 -3.02797
H 1.00011 -2.57132 -1.78263
C 1.51360 -5.29007 3.83738
O 0.46253 -5.71373 4.29270
N 1.61069 -4.27869 3.01980
N 2.63541 -5.85578 3.99456
H 0.80868 -3.79849 2.63731
H 2.53633 -4.03726 2.69577
H 2.60873 -6.65091 4.61676
H 3.50228 -5.72121 3.49402
C -2.95087 -1.54964 -5.63799
O -2.88922 -1.79686 -6.82047
N -1.85318 -1.31278 -4.90838
N -3.96894 -1.66112 -4.89197
H -2.00473 -1.34993 -3.91051
H -0.95013 -1.26406 -5.35807
H -3.83175 -1.32608 -3.94909
H -4.63167 -2.39370 -5.10222
C -5.04633 -3.85399 -0.41411
O -6.12256 -4.46000 -0.53942
N -4.96791 -2.58470 -0.28064
N -3.89950 -4.50851 -0.40578
H -4.05642 -2.17230 -0.14198
H -5.84514 -2.14705 -0.52360
H -3.86508 -5.50767 -0.26230
H -3.13959 -3.91052 -0.11416
C 2.39569 1.16903 4.58734
O 2.82034 0.73199 5.59755
N 3.11185 1.18617 3.45918
N 1.18286 1.60623 4.45597
H 3.02883 1.83300 2.68794
H 3.92528 0.58816 3.43020
H 0.55516 1.32151 5.19423
H 0.82996 1.44424 3.52359
C -1.41253 5.64892 0.36967
O -2.60271 5.14300 0.38058
N -0.34826 4.85570 0.18186
N -1.17209 6.91197 0.42624
H -0.59631 3.91285 -0.08197
H 0.58297 5.24667 0.17415
H -0.28840 7.34457 0.19814
H -1.90714 7.60462 0.42042
C 4.20721 4.66565 -1.91375
O 3.87450 5.34813 -1.00196
N 5.27048 4.72410 -2.56611
N 3.24048 3.94890 -2.41620
H 6.05528 5.21396 -2.16083
H 5.43769 4.23004 -3.43100
H 2.34855 4.08578 -1.96252
H 3.34279 3.33526 -3.21186
*
```

Mulliken atomic charge list, values in e, 4 entries:
1 B 0.584
2 F -0.403
3 F -0.400
4 F -0.422

---

3.
Below is C16H18FN3O3 in the gas phase in a non-equilibrium geometry, with properties calculated with the ωB97M-V functional and the def2-TZVPD basis.

Computed properties:
E ... -30213.7332 eV
E_HOMO ... -8.67 eV
SMILES ... COC(=O)[C@@H]1CCCN1Cc1nc(Cc2ccccc2F)no1

```
! wB97M-V def2-TZVPD RIJCOSX def2/J DEFGRID3
* xyz 0 1
C 1.08832 1.80464 1.82107
O 0.24627 1.93810 0.68622
C 0.86496 2.12104 -0.47657
O 2.06384 2.21424 -0.58282
C -0.08454 2.24661 -1.67045
C -1.56046 2.30803 -1.28785
C -1.93240 0.83211 -1.18122
C -1.14224 0.20191 -2.32699
N -0.01857 1.10482 -2.57881
C 1.26341 0.50381 -2.80633
C 1.74230 -0.41313 -1.72786
N 1.17891 -0.65428 -0.58356
C 1.98220 -1.61120 -0.03616
C 1.69959 -2.23647 1.28500
C 0.28516 -1.95076 1.70159
C -0.01952 -1.27481 2.87374
C -1.33047 -0.98262 3.21120
C -2.36604 -1.35852 2.37428
C -2.09139 -2.04324 1.20310
C -0.77761 -2.33106 0.88985
F -0.52482 -3.01519 -0.24799
N 2.98471 -1.92730 -0.80274
O 2.83960 -1.14991 -1.91373
H 0.42869 1.67193 2.67428
H 1.74047 0.93873 1.69896
H 1.70611 2.69763 1.94025
H 0.24738 3.13863 -2.22081
H -2.11860 2.78088 -2.09630
H -1.72818 2.85601 -0.36461
H -1.58541 0.43486 -0.22807
H -3.00310 0.66011 -1.27052
H -1.74496 0.15445 -3.24242
H -0.81183 -0.80786 -2.07756
H 2.00811 1.29493 -2.93873
H 1.21942 -0.07692 -3.73601
H 1.87107 -3.31201 1.18867
H 2.40219 -1.85055 2.02726
H 0.78382 -0.97542 3.53128
H -1.54246 -0.45604 4.12949
H -3.38742 -1.12267 2.63009
H -2.87648 -2.35353 0.53182
*
```

Mulliken atomic charge list, values in e, 4 entries:
1 C -0.629
2 O -0.251
3 C 0.370
4 O -0.639

---

4.
Below is C25H45IrNP2S as an isolated structure in a non-equilibrium geometry, with properties calculated with the ωB97M-V functional and the def2-TZVPD basis.

Computed properties:
Expectation value of S² ... 8.792
E ... -60374.4300 eV
Energy above the lowest of the compared OMol25 structures with the same formula, charge and spin ... 68.5 kcal per mole
E_HOMO (spin up / spin down) ... -12.28 / -13.94 eV

```
! wB97M-V def2-TZVPD RIJCOSX def2/J DEFGRID3
* xyz 2 6
Ir -0.63423 -0.82914 -1.40408
C -2.10252 1.73142 0.49633
C -2.51181 0.89109 -0.52891
C -1.84772 -0.40941 1.32147
C -1.73887 0.93295 1.62453
C -2.20889 -0.54978 -0.12483
C -2.17559 3.21438 0.44746
H -1.90325 3.55490 -0.56106
H -1.47968 3.68471 1.15011
H -3.18599 3.58593 0.67137
C -1.44639 1.47477 2.96506
H -1.22366 2.54323 2.90903
H -0.59077 0.94366 3.39881
H -2.32144 1.34657 3.62140
C -1.89084 -1.53400 2.27836
H -2.84126 -1.52612 2.84557
H -1.06233 -1.48006 2.99850
H -1.86069 -2.49697 1.74983
C -3.21987 -1.57164 -0.51041
H -4.22066 -1.12388 -0.44502
H -3.17498 -2.44293 0.14795
H -2.99088 -1.85911 -1.54645
C -3.41227 1.23168 -1.63888
H -4.37632 1.56312 -1.21174
H -3.60629 0.35940 -2.28250
H -3.02323 2.04191 -2.27556
C 1.17186 0.13981 -1.56133
C 0.04005 1.00403 -1.87741
C -0.35611 1.36025 -3.28842
C -1.15739 0.26854 -4.03580
C -1.17368 -1.06789 -3.32752
C 0.03531 -1.81837 -3.03518
C 1.40819 -1.40310 -3.54866
C 2.07207 -0.30903 -2.69685
H 0.51507 1.66762 -3.86624
H -0.75425 0.16626 -5.05244
H -0.97032 2.26385 -3.22263
H 2.35115 0.56715 -3.30343
H 1.69184 0.34954 -0.60944
H -0.14115 1.78474 -1.12231
H 3.02430 -0.66987 -2.29221
H 2.05751 -2.29460 -3.56843
H -0.10256 -2.89808 -2.90419
H 1.33240 -1.03025 -4.58061
H -2.19706 0.60259 -4.13725
H -2.06369 -1.69307 -3.48943
P 2.06783 2.06192 1.63180
C 2.02331 2.98985 3.20396
H 2.95414 3.56265 3.32543
H 1.90056 2.27393 4.02844
H 1.16043 3.67216 3.17657
C 3.82166 1.59442 1.43927
H 4.44631 2.49464 1.48195
H 3.93516 1.10782 0.46137
H 4.11148 0.89074 2.22521
C 2.06726 3.46149 0.44212
H 2.22578 3.07803 -0.57784
H 2.88640 4.14728 0.71368
H 1.10303 3.99050 0.47747
P 0.93098 -2.40793 0.82461
C -0.01077 -3.70013 -0.08468
H 0.71964 -4.32650 -0.61413
H -0.69578 -3.21170 -0.80392
H -0.59143 -4.29914 0.62600
C 2.50355 -2.65428 -0.06870
H 2.41462 -2.38193 -1.12705
H 2.76375 -3.71501 0.03391
H 3.25395 -2.01975 0.41173
C 1.28410 -3.47098 2.28341
H 1.33515 -4.51484 1.93867
H 0.45997 -3.33862 2.99811
H 2.22043 -3.13892 2.75448
S 1.97616 -0.60573 3.64175
C 0.89675 -0.82330 4.85357
N 0.10248 -0.98346 5.72627
*
```

Mulliken atomic charge list, values in e, 4 entries:
1 Ir -0.653
2 C 0.459
3 C 0.191
4 C 0.057

---

5.
Below is a 2-piece molecular cluster, Br5H2NSi2 overall in a non-equilibrium geometry, with properties calculated with the ωB97M-V functional and the def2-TZVPD basis.

Computed properties:
E ... -367492.4408 eV
Energy above the lowest of the compared OMol25 structures with the same formula, charge and spin ... 73.2 kcal per mole
E_HOMO ... -9.33 eV
SMILES ... BrN=[Si](Br)Br.Br[SiH2]Br

```
! wB97M-V def2-TZVPD RIJCOSX def2/J DEFGRID3
* xyz 0 1
Br -2.42248 2.86054 -1.12116
N -2.98686 1.09434 -1.26518
Si -3.98350 -0.00270 -0.60209
Br -4.73877 -0.22792 1.49984
Br -4.08308 -1.97220 -1.61392
Br -1.23391 -2.04508 0.96506
Si -0.40574 -0.02520 0.59973
Br -1.42337 1.52393 1.91910
H -0.72953 0.06044 -0.71749
H 0.87498 -0.27714 1.07960
*
```

Mulliken atomic charge list, values in e, 4 entries:
1 Br 0.000
2 N -0.210
3 Si 0.418
4 Br -0.115